1.
Density functional theory data (wB97M-V/def2-TZVPD) for 6 unconnected molecules or ions with the total composition C24H48F4N6O14P2.

As for the max |F|: 2.00 eV/A. The value obtained for the energy is -3407.53552 hartree. For the energy above the lowest of the compared OMol25 structures with the same formula, charge and spin, the calculation gives 0.000 eV. Its SMILES is CN(C)P(=O)(N(C)C)N(C)C.CN(C)P(=O)(N(C)C)N(C)C.O=C1OC[C@@H](F)O1.O=C1OC[C@@H](F)O1.O=C1OC[C@@H](F)O1.O=C1OC[C@@H](F)O1.

CARTESIAN COORDINATES (ANGSTROEM)
H: 0.718 -4.883 -2.005
H: 0.622 -3.070 2.214
H: 1.228 4.072 -4.995
H: 2.547 5.613 -0.014
N: 3.666 -3.413 4.179
C: -0.668 -0.732 -0.944
O: -3.005 -1.571 1.348
C: 3.201 4.260 1.494
F: -1.879 -5.004 -0.153
N: -0.876 4.488 -2.568
N: -2.126 2.235 -2.806
H: 3.201 -5.303 4.938
O: -0.002 3.173 1.388
C: 2.278 -0.326 3.285
H: 2.250 -4.285 -0.150
H: 4.902 -4.907 1.715
H: 3.567 -5.518 2.798
O: 2.249 3.251 1.436
H: 0.660 -2.656 3.954
H: 3.478 -5.860 1.085
H: -6.671 -0.831 -0.233
H: -0.098 6.062 -1.408
C: 0.753 -6.672 0.355
H: 3.128 -0.238 3.968
N: -0.542 2.921 -4.734
H: 4.565 -2.117 5.636
C: -6.840 1.920 0.132
N: 2.119 -1.687 2.777
H: -6.328 -0.451 2.206
O: -1.248 -0.195 1.210
F: -4.873 0.869 1.953
F: 3.638 4.417 2.787
H: -0.239 -3.836 -0.107
C: -2.598 1.085 -3.541
H: 2.534 0.335 2.453
C: 3.844 -5.147 1.818
H: 0.907 5.574 -2.816
H: -0.648 1.219 -0.120
H: -4.975 -0.607 -0.258
H: -2.285 0.134 -3.098
O: -7.002 1.330 1.354
H: 1.382 -0.036 3.826
O: 0.486 2.224 -2.428
H: 4.876 -3.825 5.835
C: -0.348 0.221 0.212
F: 0.149 -1.853 -0.871
H: -2.110 6.152 -2.527
H: -2.252 1.077 -4.574
H: 5.680 -2.858 4.567
H: -3.689 1.092 -3.599
H: 3.574 -3.135 -0.302
O: 0.013 -5.655 0.867
H: -1.610 4.231 -6.096
C: -1.598 3.221 -5.673
C: 4.734 -3.053 5.076
O: 0.748 -6.661 -0.987
P: -0.648 2.915 -3.069
C: -6.037 0.315 1.497
C: -2.876 2.547 -1.585
H: -0.771 -5.833 -2.114
O: -7.293 2.963 -0.186
C: 0.993 3.801 1.430
C: 0.790 -2.272 2.936
C: 2.410 5.499 1.065
H: 0.838 4.541 -1.395
C: 2.699 -4.365 4.691
H: -3.509 1.707 -1.297
H: -2.584 3.045 -5.248
C: 2.742 -3.445 0.344
H: 2.188 -3.979 5.582
H: -2.182 2.762 -0.773
H: 4.070 4.046 0.881
H: 0.692 0.332 0.502
O: 1.409 -7.407 1.014
O: 4.667 -1.775 2.402
C: 0.251 5.223 -2.007
C: -5.894 -0.110 0.044
H: 1.907 -4.519 3.962
N: 3.103 -3.857 1.692
H: -2.864 4.702 -3.207
C: 0.814 3.091 -5.262
H: -3.567 3.380 -1.742
H: -1.706 5.671 -4.154
C: -0.516 -4.880 -0.167
H: 0.863 2.973 -6.341
O: -1.939 -1.200 -0.620
O: -6.080 1.117 -0.647
P: 3.510 -2.627 2.722
O: 1.087 5.152 1.447
H: 0.032 -1.503 2.798
H: -1.484 2.524 -6.513
H: 2.725 6.406 1.568
H: -0.512 -0.241 -1.899
C: -1.942 5.275 -3.158
H: 2.094 -2.577 0.453
C: 0.026 -5.512 -1.448
H: 1.458 2.354 -4.780
C: -2.153 -1.038 0.725


2.
Density functional theory data (wB97M-V/def2-TZVPD) for 6 unconnected molecules or ions with the total composition C24H48O18.

As for the max |F|: 3.78 eV/A. The value obtained for the energy is -2297.60175 hartree. For the energy above the lowest of the compared OMol25 structures with the same formula, charge and spin, the calculation gives 2.071 eV. Its SMILES is CCOC(=O)OC.CCOC(=O)OC.CCOC(=O)OC.CCOC(=O)OC.CCOC(=O)OC.CCOC(=O)OC.

CARTESIAN COORDINATES (ANGSTROEM)
H: -0.915 -0.273 -0.292
H: 0.185 -0.732 -4.229
H: 0.672 0.578 0.020
C: -0.868 -6.167 -2.936
H: 1.604 3.224 1.046
H: -3.273 -1.376 -4.683
H: -1.268 -2.644 2.880
C: -3.652 0.778 -0.707
O: 0.939 1.533 3.443
H: -2.362 -0.705 2.154
H: 3.855 -4.459 -2.771
C: -2.414 3.246 3.453
O: -2.777 3.402 2.154
H: 0.538 -2.406 -0.852
C: 2.482 3.618 0.541
H: 2.392 4.678 0.516
O: -0.635 2.038 -1.784
H: -2.408 2.816 5.882
H: 4.744 -2.516 -3.289
O: 0.082 1.259 -3.788
C: 3.694 -2.582 -3.650
C: 2.689 3.023 -0.866
C: 0.966 -1.528 -0.330
H: -2.168 -2.969 -3.356
C: 0.768 0.200 -4.369
H: -0.991 4.407 1.795
C: -3.401 2.879 5.538
C: 1.687 2.204 4.486
H: -0.714 -1.866 4.478
H: -0.483 -7.201 -2.985
C: 4.331 1.407 -0.439
O: -4.129 1.296 -1.950
H: -0.964 -2.478 -4.513
H: 3.889 -3.022 -4.656
C: -1.494 -1.908 3.699
C: 5.875 -0.116 0.164
O: 0.423 0.025 -1.941
H: 2.036 -1.377 -0.563
H: -4.278 1.830 7.180
C: -3.946 0.655 -3.175
O: -3.474 2.848 4.121
H: -0.937 -1.810 -2.834
H: 2.353 2.773 3.892
H: 2.122 1.368 5.121
O: 1.864 -4.060 -3.411
C: -1.664 3.659 1.321
H: -3.982 -0.233 -0.525
O: -1.374 3.592 3.934
H: -2.567 0.826 -0.794
H: -3.995 1.471 0.030
C: -1.563 -2.111 -3.650
H: 1.821 0.131 -4.027
C: -0.144 1.214 -2.471
H: -2.085 4.116 0.425
H: 6.093 0.465 1.087
H: 3.243 -1.616 -3.645
H: 3.340 3.519 -1.505
H: 0.815 0.570 -5.393
O: 1.267 -5.343 -1.671
H: 6.579 0.278 -0.542
O: 0.030 -5.271 -3.546
H: -3.864 0.778 5.784
H: 1.009 2.727 5.154
C: 1.050 -4.958 -2.779
O: -4.478 1.007 -4.198
H: 0.977 -1.750 0.769
O: -0.472 0.635 5.014
H: -2.515 -0.067 3.790
H: 3.356 3.385 1.196
H: -1.184 -5.946 -1.920
C: -4.219 1.736 6.102
C: -2.456 -0.993 -4.126
H: -2.351 -2.310 4.245
H: -2.003 -0.170 -4.638
O: 5.158 2.273 -0.397
C: -1.867 -0.613 3.108
H: 1.705 2.978 -1.361
H: -1.242 2.693 1.049
O: -3.129 -0.356 -3.008
C: -0.160 0.841 3.856
C: 0.198 -0.234 -0.548
H: 5.996 -1.162 0.418
H: -3.793 3.837 5.912
O: -0.706 0.232 2.802
O: 4.556 0.094 -0.218
C: 3.088 -3.659 -2.781
H: -1.736 -6.304 -3.645
H: 2.824 -3.301 -1.802
O: 3.050 1.596 -0.749
H: -5.243 1.852 5.751


3.
Density functional theory data (wB97M-V/def2-TZVPD) for 8 unconnected molecules or ions with the total composition C24H48O8.

As for the max |F|: 1.68 eV/A. The value obtained for the energy is -1545.13502 hartree. For the energy above the lowest of the compared OMol25 structures with the same formula, charge and spin, the calculation gives 0.982 eV. Its SMILES is CC(C)=O.CC(C)=O.CC(C)=O.CC(C)=O.CC(C)=O.CC(C)=O.CC(C)=O.CC(C)=O.

CARTESIAN COORDINATES (ANGSTROEM)
C: -12.332 9.260 -10.306
H: -14.257 8.676 -16.335
H: -12.552 14.595 -13.466
O: -18.209 10.606 -11.412
C: -14.435 13.388 -18.730
H: -10.662 7.409 -16.851
H: -9.587 10.352 -14.399
H: -16.370 15.698 -14.416
H: -13.840 11.276 -16.692
H: -10.736 12.873 -13.266
H: -18.711 11.210 -14.266
C: -16.759 16.661 -14.071
C: -14.651 12.254 -14.953
H: -13.492 8.694 -14.710
H: -14.707 15.137 -16.841
H: -18.077 9.625 -13.720
H: -19.788 9.728 -13.955
H: -11.190 10.198 -13.739
C: -11.016 15.727 -14.319
C: -13.862 8.066 -15.527
C: -13.540 11.565 -15.690
O: -9.249 10.759 -11.370
C: -15.683 17.703 -14.251
H: -10.292 14.135 -15.467
C: -9.700 11.123 -12.427
C: -15.647 18.490 -15.533
O: -14.889 17.898 -13.359
C: -11.856 15.361 -13.118
C: -11.103 14.858 -15.561
H: -15.206 13.835 -19.363
H: -16.490 11.761 -15.704
C: -13.453 9.975 -10.988
C: -10.132 10.108 -13.483
H: -14.530 7.385 -15.007
H: -21.170 10.529 -11.970
H: -10.930 15.586 -16.354
C: -9.793 12.576 -12.817
H: -13.991 12.546 -19.252
O: -12.690 6.087 -16.069
H: -17.191 16.574 -13.078
H: -11.789 8.430 -17.506
H: -20.449 11.781 -10.886
H: -14.630 18.719 -15.843
O: -14.578 13.394 -14.561
H: -13.261 10.743 -15.030
H: -17.613 16.848 -14.736
H: -16.477 11.773 -13.886
H: -11.225 14.921 -12.347
H: -20.776 11.983 -12.661
H: -11.765 9.918 -9.644
H: -16.177 19.427 -15.353
H: -14.530 16.279 -18.059
C: -12.674 7.290 -16.057
C: -11.469 8.058 -16.516
H: -15.473 10.581 -10.907
O: -12.338 14.563 -18.932
C: -13.933 15.563 -17.486
C: -14.785 10.026 -10.272
H: -8.988 12.799 -13.527
H: -14.950 13.111 -17.810
H: -9.940 9.108 -13.106
O: -10.272 16.678 -14.314
H: -16.150 17.921 -16.315
C: -20.416 11.321 -11.865
H: -14.733 10.380 -9.246
H: -12.413 16.198 -12.704
H: -15.869 10.420 -14.847
C: -18.916 10.320 -13.677
H: -11.209 8.872 -15.850
H: -12.066 14.385 -15.729
O: -13.326 10.477 -12.089
H: -12.780 8.460 -9.714
C: -19.080 10.738 -12.233
H: -15.158 8.996 -10.274
H: -12.664 12.213 -15.645
H: -9.535 13.196 -11.958
C: -15.936 11.509 -14.788
H: -13.106 16.018 -16.957
H: -11.596 8.878 -11.012
C: -13.417 14.478 -18.405


4.
Density functional theory data (wB97M-V/def2-TZVPD) for 9 unconnected molecules or ions with the total composition C24H49Br16FN6P.

As for the charge: +1. As for the max |F|: 8.51 eV/A. The value obtained for the energy is -42897.30823 hartree.

CARTESIAN COORDINATES (ANGSTROEM)
H: -0.878 -2.845 -10.012
Br: 5.967 3.159 -3.820
H: -2.662 1.471 4.533
C: -4.147 0.139 -4.784
Br: -1.383 0.737 -4.312
Br: -1.462 0.942 8.891
C: 4.448 -4.720 -1.417
H: 2.525 -3.635 5.155
C: -8.249 -0.244 -5.846
C: 4.803 1.642 -3.431
H: -2.494 -0.519 2.935
C: -0.549 1.479 2.814
H: 3.251 -0.924 0.771
H: 0.767 -1.071 -9.669
H: 5.245 -0.423 1.978
H: -9.212 -0.738 -6.006
Br: 2.509 -2.849 -0.436
C: 0.110 -1.335 -8.835
H: 2.455 -3.735 3.254
H: -1.575 1.451 6.178
H: 5.940 -1.525 3.731
C: -3.640 -2.327 0.045
H: -2.543 -1.492 -1.611
C: 4.364 -3.367 -0.752
Br: 4.124 -6.157 -0.139
C: -2.775 3.478 9.153
Br: -3.419 -3.719 1.393
H: 4.982 5.518 -2.220
Br: -1.086 -1.057 0.337
C: -2.773 2.096 9.762
H: -2.537 -0.798 -5.867
H: -8.213 1.132 -7.548
C: -2.548 -1.315 3.798
H: 5.457 -4.901 -1.798
H: -3.654 4.042 9.478
H: -1.429 2.077 2.292
H: -1.852 -3.020 -1.008
H: 2.365 5.366 -2.256
Br: -0.320 0.362 -7.972
C: -1.807 0.938 5.150
H: -4.005 -1.435 0.564
N: -0.574 0.865 4.225
Br: -6.724 2.184 -5.839
Br: -6.938 -1.397 -6.717
H: 4.502 2.359 -1.385
Br: 6.245 0.578 -1.192
C: -8.251 1.138 -6.455
C: -1.136 -2.025 -9.336
H: -4.892 -0.478 -5.295
H: 2.811 -1.091 5.365
Br: 5.170 7.242 -0.420
C: 1.604 0.323 3.383
H: 4.768 -2.589 -1.406
C: -2.357 -2.095 -0.718
H: -4.165 1.147 -5.208
N: 0.838 1.117 2.330
H: 3.837 0.741 -1.729
H: 0.673 -1.928 -8.109
Br: -1.248 4.524 9.769
C: 4.163 -2.408 4.068
N: 3.815 1.462 1.136
H: -3.736 1.602 9.602
H: -1.833 -1.350 -9.841
H: -2.541 2.092 10.830
Br: 3.228 4.102 -0.314
H: 5.222 0.777 -3.954
H: 3.244 2.073 1.763
H: 0.810 -0.224 5.523
H: -1.734 -2.143 3.536
N: 5.508 -2.497 3.695
P: 3.871 -0.034 1.753
H: 2.368 6.398 -0.802
H: -2.737 3.471 8.060
H: 4.430 -0.259 4.817
F: -3.916 -1.939 3.682
H: 4.875 -3.325 0.214
C: 4.279 6.276 -1.862
H: 3.729 -4.849 -2.231
H: -1.433 -1.304 5.814
N: 0.637 0.231 4.578
H: -9.130 1.702 -6.130
Br: -2.116 -2.864 -7.873
H: 4.122 7.020 -2.647
C: 3.181 -3.722 4.173
H: -3.277 -0.768 5.940
C: -2.297 -0.652 5.310
H: -8.017 -0.247 -4.778
H: -2.695 -1.387 -4.192
H: -4.424 -2.699 -0.621
C: 2.960 5.700 -1.401
C: 4.658 1.431 -1.942
C: -2.785 -0.511 -4.841
N: 2.898 -0.203 3.279
H: 3.833 -4.688 4.298
H: 3.840 1.901 -3.880
Br: -4.785 0.284 -2.946
C: 3.525 -0.945 4.449


5.
Density functional theory data (wB97M-V/def2-TZVPD) for a molecular structure, C24H49Br9INNbO2.

As for the charge: -1. As for the max |F|: 8.33 eV/A. The value obtained for the energy is -24669.42477 hartree.

CARTESIAN COORDINATES (ANGSTROEM)
Br: 5.363 4.637 -3.359
H: 3.854 -2.844 -3.673
H: 2.104 2.216 1.226
H: -7.079 3.311 1.862
Br: -5.673 5.355 2.154
C: 0.692 2.670 4.043
H: 0.084 3.696 3.996
H: -1.913 -2.071 -2.127
H: 1.412 -3.039 -0.777
C: 4.262 5.521 -4.705
H: -1.151 2.327 -1.226
H: -3.444 2.496 -0.630
Br: 6.352 -0.993 -1.419
H: -3.648 -3.300 0.378
H: -4.458 -1.552 -2.105
C: 1.780 -2.594 2.075
O: -5.170 -0.617 -0.208
H: 2.898 -2.292 2.245
H: 0.040 2.245 1.900
H: 0.234 -1.897 -1.797
H: 6.088 -1.485 -3.854
H: -2.830 -1.567 0.400
H: 4.517 6.584 -4.678
Br: -8.359 4.151 4.385
Br: 2.366 0.072 3.951
Br: 3.368 -4.765 4.376
C: 0.574 0.188 3.002
H: -1.185 1.625 3.280
H: 3.677 5.230 -6.759
H: -7.485 4.571 0.669
H: 1.763 2.929 3.614
H: -0.494 -4.473 -1.281
H: 1.279 -2.974 3.090
C: -4.665 -1.769 -0.973
C: -0.050 1.684 2.914
H: 0.427 2.445 -0.231
O: -5.239 0.938 -2.172
H: 1.548 -6.318 4.993
Br: 5.741 -4.283 -2.982
C: -4.928 0.660 -0.896
H: -9.410 4.470 2.171
Nb: 0.524 -1.011 1.025
C: -7.303 4.373 1.729
H: 1.808 -3.565 1.382
H: 0.707 2.205 5.117
C: -2.212 -2.959 -1.423
C: -4.259 1.915 -0.022
H: 4.464 3.800 -6.042
C: 2.173 -7.008 3.049
Br: 6.135 5.461 -6.875
H: -2.745 -3.838 -2.019
C: -0.852 -3.532 -0.640
H: 1.022 -5.251 3.666
H: 3.327 -0.782 0.612
H: -5.487 -2.633 -0.906
C: 5.362 -1.441 -3.038
I: 2.102 2.693 -2.696
C: -0.222 1.666 -0.860
H: 4.602 1.039 0.006
H: -1.084 -3.829 0.468
H: -1.540 -0.190 -0.763
H: -3.786 1.537 1.006
H: -0.278 1.350 -3.168
C: 0.407 -2.438 -0.775
C: -0.866 0.448 -0.011
H: 4.058 -2.784 -1.903
H: -0.151 -0.420 3.733
C: 4.454 4.893 -6.066
H: -1.646 0.914 0.760
H: -5.147 2.678 0.196
C: -8.465 4.851 2.568
H: 3.132 -7.488 3.262
C: 2.440 -0.079 0.228
H: 2.556 -0.113 -0.960
C: 0.516 1.230 -2.284
C: 4.579 -2.721 -2.863
H: 4.688 -0.596 -3.202
Br: 2.266 -6.336 1.220
C: 2.805 1.422 0.735
H: 1.387 -7.768 3.032
H: -0.955 -1.864 1.664
C: 1.825 -5.903 4.020
C: -3.280 -2.411 -0.305
H: -8.523 5.940 2.648
N: 4.118 1.851 0.496
H: 0.867 0.117 -2.317
H: 3.233 5.390 -4.361